(1)
ORCA calculation (ωB97M-V with the def2-TZVPD basis set) on a 2-piece molecular cluster, C5H10NO3 overall at a distorted geometry.

Output
**Energy relative to the best compared isomer or geometry (same formula, charge and spin)**: 43.64 kcal per mole
**Spin multiplicity**: 2
**F_max**: 3.91 eV/Å
**Gap between HOMO and LUMO (alpha / beta)**: 10.42 / 5.46 eV

XYZ file:
```
19
Properties=species:S:1:pos:R:3:nbo_charge:R:1
C 1.079 -0.272 1.128 -0.726
C 2.094 0.486 0.302 0.686
O 3.301 0.575 0.494 -0.583
N 1.380 1.239 -0.707 -0.868
H 1.360 -1.096 1.945 0.238
H 0.326 -0.763 0.560 0.209
H 1.937 1.818 -1.277 0.390
H 0.406 1.339 -0.749 0.406
H 0.477 0.477 1.678 0.249
C -1.899 -1.114 -1.038 -0.382
C -0.426 -1.189 -1.547 -0.640
C -1.886 -0.098 0.299 0.733
O -2.449 -0.393 1.319 -0.434
O -1.208 0.934 0.146 -0.472
H -2.463 -0.846 -2.020 0.253
H -2.403 -2.023 -0.712 0.239
H 0.286 -1.704 -0.847 0.223
H -0.185 -0.080 -1.613 0.243
H -0.333 -1.594 -2.556 0.236
```

---

(2)
ORCA calculation (ωB97M-V with the def2-TZVPD basis set) on a 2-piece molecular cluster, C18H29F3O6PS overall at a distorted geometry.

Output
**F_max**: 8.83 eV/Å
**Gap between HOMO and LUMO**: 7.77 eV
**Charge**: +1

XYZ file:
```
58
Properties=species:S:1:pos:R:3:nbo_charge:R:1
C -2.130 1.765 -5.018 -0.672
C -1.295 0.506 -4.361 0.017
C -2.138 -0.536 -3.403 -0.207
C -1.404 -1.876 -2.725 -0.217
C 0.211 -2.235 -2.964 -0.054
C 0.834 -3.596 -2.302 -0.280
C 2.221 -3.404 -1.456 -0.630
C -0.208 -4.428 -1.327 -0.630
C 1.041 -1.158 -3.918 0.208
O 2.456 -1.359 -4.244 -0.527
C 3.371 -0.773 -3.263 -0.341
P 2.606 0.424 -1.999 0.900
C 3.877 0.537 -0.527 -0.698
C 3.190 -0.279 0.751 -0.437
C 2.944 0.680 2.056 -0.640
S 1.230 0.583 2.806 2.082
O 0.477 1.938 2.625 -0.874
O 1.300 0.322 4.357 -0.828
O 0.227 -0.638 2.168 -0.828
C 0.296 0.176 -4.598 -0.287
H -2.933 2.199 -4.285 0.255
H -1.390 2.577 -5.453 0.243
H -2.711 1.324 -5.955 0.254
H -3.282 -0.358 -3.219 0.253
H -2.133 -2.560 -2.088 0.257
H 1.083 -4.337 -3.205 0.250
H 3.179 -3.850 -2.013 0.238
H 2.126 -4.061 -0.464 0.244
H 2.446 -2.314 -1.095 0.162
H -0.443 -3.803 -0.339 0.212
H 0.227 -5.453 -0.958 0.245
H -1.215 -4.639 -1.889 0.232
H 3.991 -1.596 -2.675 0.254
H 4.183 -0.157 -3.882 0.265
H 2.550 1.765 -2.547 0.096
H 1.368 -0.003 -1.401 0.099
H 4.831 -0.112 -0.830 0.281
H 4.181 1.637 -0.271 0.287
H 2.188 -0.804 0.455 0.217
H 3.920 -1.154 1.109 0.266
H 3.163 1.807 1.821 0.284
H 3.705 0.340 2.895 0.302
H 0.104 -0.556 1.172 0.498
H 0.940 0.887 -5.290 0.251
C -2.430 1.078 3.975 -0.639
C -2.092 2.310 4.795 -0.081
O -3.144 3.286 4.717 -0.482
C -4.264 3.020 5.458 0.683
O -4.400 2.018 6.159 -0.527
C -5.291 4.141 5.318 0.900
F -5.521 4.484 4.018 -0.311
F -4.894 5.283 5.949 -0.307
F -6.506 3.819 5.845 -0.302
H -2.653 1.356 2.940 0.205
H -1.601 0.366 3.984 0.222
H -3.320 0.571 4.363 0.225
H -1.190 2.780 4.387 0.212
H -1.877 2.058 5.841 0.200
```

---

(3)
ORCA calculation (ωB97M-V with the def2-TZVPD basis set) on C4H7NO3 as an isolated structure at a distorted geometry.

Output
**Energy relative to the best compared isomer or geometry (same formula, charge and spin)**: 101.74 kcal per mole
**F_max**: 4.27 eV/Å
**Gap between HOMO and LUMO**: 9.72 eV

XYZ file:
```
15
Properties=species:S:1:pos:R:3:nbo_charge:R:1
C 1.518 1.929 0.321 -0.689
O 1.307 -1.535 -1.003 -0.650
C 0.650 -0.498 -0.477 0.185
C 0.854 0.679 0.005 0.263
H 0.675 -2.271 -1.031 0.506
H 1.480 2.125 1.393 0.242
H 2.563 1.834 0.009 0.247
H 1.065 2.768 -0.208 0.240
C -0.964 -0.453 -0.047 0.673
N -1.236 -1.647 0.679 -0.877
O -1.678 -0.501 -1.243 -0.726
O -0.904 0.729 0.607 -0.664
H -2.202 0.309 -1.285 0.490
H -2.217 -1.895 0.647 0.380
H -0.909 -1.572 1.633 0.380
```

---

(4)
ORCA calculation (ωB97M-V with the def2-TZVPD basis set) on C29H20F5N3NiO3S2Se as an isolated structure.

Output
**Energy relative to the best compared isomer or geometry (same formula, charge and spin)**: 0.00 kcal per mole
**Spin multiplicity**: 2
**F_max**: 0.71 eV/Å
**Gap between HOMO and LUMO (alpha / beta)**: 5.36 / 5.33 eV
**Charge**: -1

XYZ file:
```
64
Properties=species:S:1:pos:R:3:nbo_charge:R:1
Ni -0.786 -0.396 1.439 0.733
O -1.491 -2.361 1.634 -0.679
N -2.266 -2.688 0.617 -0.002
C -2.356 -3.996 0.287 0.018
C -3.064 -4.426 -0.800 -0.305
C -3.697 -3.463 -1.601 -0.201
C -3.607 -2.143 -1.255 -0.236
C -2.905 -1.705 -0.109 0.011
S -2.716 -0.080 0.309 -0.290
H -1.817 -4.648 0.958 0.217
H -3.103 -5.482 -1.021 0.213
H -4.238 -3.758 -2.491 0.209
H -4.056 -1.364 -1.856 0.243
O 1.183 -1.264 2.036 -0.998
S 1.813 -2.559 1.617 1.284
C 3.525 -2.084 1.270 -0.156
C 4.375 -2.797 0.435 -0.244
C 5.694 -2.395 0.299 -0.205
C 6.164 -1.286 0.990 -0.213
C 5.307 -0.573 1.814 -0.194
C 3.986 -0.972 1.963 -0.248
C 1.362 -3.023 -0.047 -0.182
C 0.670 -2.187 -0.904 -0.213
C 0.348 -2.665 -2.169 -0.184
C 0.705 -3.949 -2.554 -0.203
C 1.370 -4.788 -1.671 -0.220
C 1.684 -4.329 -0.401 -0.268
H 4.012 -3.645 -0.129 0.228
H 6.353 -2.944 -0.361 0.212
H 7.195 -0.974 0.878 0.211
H 5.662 0.299 2.349 0.213
H 3.302 -0.420 2.592 0.249
H 0.262 -1.227 -0.578 0.261
H -0.227 -2.034 -2.834 0.246
H 0.427 -4.308 -3.536 0.212
H 1.610 -5.805 -1.954 0.209
H 2.160 -4.989 0.316 0.214
N -2.481 4.776 1.938 -0.817
C -1.157 4.915 2.221 0.668
O -0.701 5.915 2.745 -0.621
C -0.279 3.748 1.875 -0.198
C 1.089 3.956 1.759 -0.106
C 1.887 2.890 1.387 -0.262
C 1.297 1.653 1.182 0.083
N -0.012 1.433 1.338 -0.490
C -0.786 2.479 1.643 0.077
H -3.037 5.611 2.028 0.404
H -2.791 4.083 1.277 0.404
H 1.491 4.943 1.937 0.237
H 2.953 3.008 1.250 0.217
H 1.878 0.793 0.881 0.214
H -1.844 2.256 1.712 0.217
F -3.809 6.150 -1.158 -0.312
C -3.192 4.990 -1.433 0.207
C -3.917 3.879 -1.826 0.251
F -5.251 3.969 -1.933 -0.307
C -3.266 2.690 -2.106 0.302
F -4.044 1.676 -2.498 -0.305
C -1.881 2.535 -2.014 -0.279
Se -1.018 0.900 -2.376 -0.455
C -1.195 3.677 -1.605 0.275
F 0.139 3.668 -1.473 -0.314
C -1.816 4.884 -1.330 0.282
F -1.096 5.951 -0.953 -0.314
```

---

(5)
ORCA calculation (ωB97M-V with the def2-TZVPD basis set) on C34H31BrGeIN4O2Re as an isolated structure at a distorted geometry.

Output
**Energy relative to the best compared isomer or geometry (same formula, charge and spin)**: 22.89 kcal per mole
**Spin multiplicity**: 4
**F_max**: 2.67 eV/Å
**Gap between HOMO and LUMO (alpha / beta)**: 4.13 / 6.50 eV
**Charge**: -1

XYZ file:
```
75
Properties=species:S:1:pos:R:3:lowdin_charge:R:1
Re 1.485 0.182 -1.254 1.177
C 3.862 -1.607 -2.455 -0.161
C 3.172 -1.518 -3.697 -0.177
C 2.785 -0.216 -3.898 -0.195
C 3.147 0.571 -2.736 -0.372
C 3.887 -0.349 -1.868 -0.252
H 4.280 -2.512 -2.034 0.080
H 2.970 -2.352 -4.356 0.079
H 2.245 0.164 -4.754 0.083
H 3.439 1.609 -2.834 0.081
H 4.505 -0.038 -1.039 0.084
C 1.833 1.671 -0.134 -0.453
Ge 0.571 2.665 0.951 0.826
C 1.186 4.208 2.037 -0.271
C 0.647 4.470 3.294 -0.120
C 0.988 5.620 3.994 -0.106
C 1.878 6.531 3.443 -0.116
C 2.432 6.278 2.195 -0.106
C 2.089 5.126 1.502 -0.113
C -0.821 3.440 -0.242 -0.275
C -0.753 3.289 -1.625 -0.123
C -1.812 3.670 -2.438 -0.101
C -2.953 4.224 -1.878 -0.118
C -3.023 4.421 -0.506 -0.109
C -1.963 4.029 0.301 -0.128
C -0.431 1.530 2.237 -0.282
C -1.710 1.053 1.951 -0.115
C -2.346 0.164 2.804 -0.109
C -1.705 -0.291 3.947 -0.105
C -0.427 0.160 4.238 -0.096
C 0.200 1.062 3.390 -0.129
H -0.051 3.765 3.732 0.087
H 0.561 5.808 4.972 0.093
H 2.135 7.436 3.981 0.091
H 3.133 6.985 1.766 0.094
H 2.529 4.929 0.530 0.094
H 0.141 2.854 -2.056 0.070
H -1.757 3.511 -3.509 0.097
H -3.791 4.500 -2.509 0.090
H -3.903 4.876 -0.064 0.091
H -2.027 4.167 1.377 0.099
H -2.209 1.396 1.051 0.087
H -3.347 -0.188 2.580 0.087
H -2.198 -1.000 4.600 0.094
H 0.085 -0.200 5.123 0.097
H 1.201 1.415 3.618 0.103
Br 2.478 -5.763 -0.377 0.714
C 0.968 -6.612 -1.140 -0.731
C 0.839 -7.986 -0.988 -0.146
C -0.247 -8.649 -1.530 -0.098
C -1.215 -7.936 -2.226 -0.097
C -1.084 -6.565 -2.378 -0.167
C 0.006 -5.888 -1.846 -0.729
I 0.169 -3.825 -2.143 1.040
H 1.601 -8.526 -0.444 0.094
H -0.339 -9.720 -1.413 0.099
H -2.067 -8.446 -2.655 0.099
H -1.835 -6.006 -2.921 0.087
C 1.955 -1.856 1.528 -0.019
C 0.550 -2.006 0.982 -0.734
O -0.239 -2.832 1.433 -0.017
O 0.242 -1.232 -0.017 -0.311
H 2.071 -2.432 2.443 0.075
H 2.155 -0.799 1.704 0.056
H 2.664 -2.204 0.772 0.067
N -4.533 -0.640 -1.270 0.153
C -3.183 -0.839 -1.303 -0.495
N -2.632 -1.687 -0.447 0.215
N -2.525 -0.214 -2.262 0.134
C -1.247 -0.283 -2.411 -0.339
N -0.098 -0.218 -2.638 0.027
H -4.988 -0.766 -0.382 0.096
H -4.848 0.148 -1.811 0.101
H -3.166 -2.093 0.302 0.114
H -1.607 -1.633 -0.285 0.062
```

---

(6)
ORCA calculation (ωB97M-V with the def2-TZVPD basis set) on one molecule with the formula C15H13F2NO3 at a distorted geometry.

Output
**Energy relative to the best compared isomer or geometry (same formula, charge and spin)**: 58.72 kcal per mole
**F_max**: 5.90 eV/Å
**SMILES**: C[C@H](C(=O)O)c1ccccc1-c1ccn(C(F)F)c(=O)c1
**Gap between HOMO and LUMO**: 8.31 eV

XYZ file:
```
34
Properties=species:S:1:pos:R:3:nbo_charge:R:1
C 1.869 -2.796 0.267 -0.592
C 1.907 -1.386 -0.305 -0.332
C 3.252 -1.121 -1.065 0.797
O 3.895 -0.125 -0.811 -0.592
O 3.527 -1.897 -2.125 -0.685
C 1.498 -0.414 0.846 -0.048
C 2.433 -0.138 1.850 -0.157
C 2.185 0.831 2.918 -0.226
C 0.973 1.444 2.989 -0.203
C -0.070 1.150 2.006 -0.220
C 0.245 0.259 0.970 0.001
C -0.820 0.277 -0.001 0.009
C -0.725 1.164 -1.041 -0.300
C -1.872 1.343 -1.848 0.067
N -3.136 0.678 -1.720 -0.448
C -4.380 1.321 -2.178 0.690
F -4.527 1.593 -3.500 -0.328
F -4.446 2.520 -1.672 -0.330
C -3.235 -0.110 -0.591 0.600
O -4.356 -0.335 -0.027 -0.639
C -2.076 -0.340 0.291 -0.275
H 1.781 -3.498 -0.511 0.224
H 0.962 -2.805 0.868 0.218
H 2.706 -2.870 1.033 0.210
H 1.134 -1.423 -1.126 0.242
H 4.264 -1.552 -2.629 0.505
H 3.366 -0.780 1.817 0.219
H 2.944 0.979 3.737 0.227
H 0.722 2.273 3.701 0.221
H -1.031 1.711 2.108 0.234
H 0.179 1.749 -1.278 0.247
H -1.771 2.227 -2.450 0.225
H -5.321 0.920 -1.742 0.201
H -2.075 -0.848 1.219 0.240
```

---

(7)
ORCA calculation (ωB97M-V with the def2-TZVPD basis set) on one molecule with the formula C17H25N3O2.

Output
**Energy relative to the best compared isomer or geometry (same formula, charge and spin)**: 11.03 kcal per mole
**F_max**: 0.62 eV/Å
**SMILES**: CCN(CC)C(=O)[C@H]1CCCN(C(=O)Nc2ccccc2)C1
**Gap between HOMO and LUMO**: 8.63 eV

XYZ file:
```
47
Properties=species:S:1:pos:R:3:nbo_charge:R:1
C 2.923 2.189 1.371 -0.617
C 1.613 1.992 0.605 -0.206
N 0.948 0.745 0.917 -0.459
C 0.057 0.724 2.071 -0.216
C 0.721 0.208 3.344 -0.618
C 1.186 -0.458 0.326 0.703
O 0.677 -1.470 0.764 -0.636
C 2.064 -0.472 -0.926 -0.334
C 2.635 -1.873 -1.200 -0.388
C 1.567 -2.862 -1.670 -0.425
C 0.753 -2.287 -2.827 -0.218
N 0.194 -1.000 -2.445 -0.464
C -1.047 -1.037 -1.840 0.807
O -1.763 -2.010 -1.928 -0.646
N -1.432 0.135 -1.227 -0.646
C -2.553 0.363 -0.431 0.250
C -2.737 1.656 0.059 -0.285
C -3.811 1.951 0.877 -0.197
C -4.716 0.960 1.220 -0.250
C -4.534 -0.324 0.735 -0.174
C -3.465 -0.630 -0.086 -0.279
C 1.238 -0.049 -2.160 -0.197
H 3.426 3.085 1.014 0.213
H 3.583 1.337 1.228 0.208
H 2.735 2.303 2.435 0.211
H 0.927 2.807 0.852 0.203
H 1.816 2.050 -0.466 0.194
H -0.779 0.064 1.823 0.231
H -0.329 1.734 2.223 0.192
H -0.012 0.181 4.146 0.214
H 1.089 -0.800 3.177 0.228
H 1.549 0.841 3.650 0.193
H 2.901 0.220 -0.799 0.220
H 3.407 -1.779 -1.970 0.197
H 3.105 -2.255 -0.293 0.222
H 0.889 -3.071 -0.843 0.246
H 2.041 -3.795 -1.978 0.208
H 1.378 -2.136 -3.714 0.182
H -0.075 -2.950 -3.078 0.248
H -0.829 0.937 -1.307 0.390
H -2.031 2.433 -0.206 0.198
H -3.940 2.958 1.247 0.211
H -5.554 1.190 1.860 0.211
H -5.235 -1.102 0.998 0.212
H -3.325 -1.628 -0.463 0.260
H 1.904 -0.037 -3.031 0.211
H 0.840 0.963 -2.053 0.189
```

---

(8)
ORCA calculation (ωB97M-V with the def2-TZVPD basis set) on one molecule with the formula C4H6 at a distorted geometry.

Output
**Energy relative to the best compared isomer or geometry (same formula, charge and spin)**: 20.94 kcal per mole
**F_max**: 4.12 eV/Å
**SMILES**: C#CCC
**Gap between HOMO and LUMO**: 11.13 eV

XYZ file:
```
10
Properties=species:S:1:pos:R:3:nbo_charge:R:1
C 1.463 0.803 1.061 -0.255
C 0.785 0.280 0.258 -0.013
C -0.106 -0.389 -0.710 -0.471
C -1.603 -0.460 -0.316 -0.587
H 2.165 1.333 1.714 0.238
H 0.255 -1.348 -0.898 0.223
H 0.108 0.130 -1.648 0.225
H -1.697 -1.184 0.521 0.218
H -1.982 0.513 -0.167 0.214
H -2.086 -0.845 -1.280 0.207
```